C54H52BClF6N4O2S as an isolated structure in a non-equilibrium geometry, computed with ωB97M-V with the def2-TZVPD basis set.

Summary:
lowest unoccupied orbital energy: -0.024 hartree
E: -3940.880566 a.u.
Kohn-Sham gap: 8.3 eV
2S+1: 1
E_HOMO: -8.9245 eV

```
121
C54H52BClF6N4O2S ωB97M-V with the def2-TZVPD basis set
S -6.28 0.80 -2.25
N -5.25 1.96 -1.86
C -1.40 -9.76 -7.24
H -2.80 -8.15 -6.90
H -1.93 5.72 -0.06
N -5.27 -0.41 -2.57
H 3.57 10.14 7.78
C 1.60 2.58 -0.01
C -4.05 0.08 -2.37
C 4.52 -13.22 -8.89
H -1.43 4.47 1.11
H 4.26 5.70 9.83
H -2.62 -5.20 -1.85
C -8.37 -5.95 -4.75
C 0.69 1.54 -0.69
C -3.57 2.99 0.99
H 1.24 2.83 0.99
H 4.90 -13.51 -9.86
H 5.59 -12.05 -5.89
C 0.15 -10.17 -5.45
H -3.09 -1.58 -5.04
C -2.84 -2.03 -2.97
C -1.67 0.08 -2.32
C -0.87 9.72 7.92
O -2.56 4.61 -2.24
F 3.10 -12.12 -5.21
H -3.46 9.11 10.01
C -0.34 -10.48 -6.71
C -8.72 -3.86 -3.62
H 0.97 -10.74 -5.04
H -3.82 3.43 1.95
C -2.81 2.12 -1.71
H 5.84 7.24 5.50
C -0.34 2.19 -1.63
H 4.40 5.81 4.07
H -1.62 8.10 11.34
F -6.17 -6.64 -5.21
H -1.64 4.88 -2.25
C -2.71 -3.06 -2.05
C 6.05 4.81 3.14
H -0.04 -8.88 -3.74
C -1.98 -8.73 -6.52
H -1.78 -10.00 -8.23
C -2.45 9.12 9.63
H -2.88 -5.62 -4.26
H 7.89 3.98 2.40
C -7.35 -3.65 -3.57
C 3.77 8.04 7.47
H 3.40 0.99 2.62
C -4.02 1.44 -1.96
C -2.28 5.00 0.68
F 3.64 8.16 6.13
H 3.99 5.92 7.36
H 1.33 0.90 -1.28
H -8.74 -6.85 -5.22
H 1.62 -12.98 -7.15
H -10.29 -5.18 -4.24
H 4.94 1.91 2.80
C 3.02 2.03 0.15
C 3.72 9.18 8.24
C 4.05 7.80 10.19
C 0.16 9.16 8.66
H -9.40 -3.12 -3.20
H -2.59 -2.85 -0.99
C 4.10 6.67 9.39
H 1.65 3.47 -0.63
C 4.92 -12.40 -6.66
C -2.87 -4.61 -3.88
H 0.10 -11.29 -7.28
C -1.63 1.45 -1.88
Cl -0.18 -0.77 -2.62
H -0.65 10.16 6.96
C -2.98 -2.38 -4.31
C 3.96 6.78 8.01
C 5.48 5.72 4.01
F 8.43 7.18 5.50
C 5.40 -12.77 -7.91
F 0.85 8.05 10.62
H 6.46 -12.72 -8.12
C -0.14 8.59 9.88
C -1.43 8.56 10.38
H -0.54 3.19 -1.25
C 6.27 6.52 4.82
H 2.48 -13.63 -9.39
C -6.48 -4.59 -4.11
H 3.81 9.93 10.24
C 3.86 9.05 9.62
H -4.43 2.45 0.62
C 4.21 1.51 2.09
H -2.73 2.31 1.14
H -6.95 -2.75 -3.12
H 5.42 4.18 2.52
C -7.01 -5.72 -4.69
C 7.65 6.40 4.72
H 0.15 2.33 -2.60
C -2.73 -4.36 -2.53
H -5.41 -4.44 -4.07
C -0.41 -9.14 -4.72
H 1.18 9.18 8.31
O 3.64 2.56 1.32
H -2.79 5.57 1.45
C -9.23 -5.01 -4.21
C 3.57 -12.48 -6.42
H 9.32 5.43 3.82
H 3.62 2.29 -0.72
F -2.02 -7.43 -4.56
C -2.82 -0.61 -2.55
C 8.24 5.50 3.86
C -2.17 9.70 8.40
B -2.86 3.65 -1.27
C 7.43 4.70 3.07
C -1.46 -8.44 -5.27
C 3.16 -13.29 -8.62
H 0.22 0.88 0.05
H 4.75 0.79 1.46
H -2.97 10.14 7.81
C 2.68 -12.92 -7.38
H 2.96 0.94 0.24
H 4.16 7.71 11.26
N -3.02 -3.62 -4.78
N -3.23 4.07 0.04
```

One molecule with the formula C19H23N3O4S in a non-equilibrium geometry, computed with ωB97M-V with the def2-TZVPD basis set.

Summary:
lowest unoccupied orbital energy: -0.003 hartree
E: -1601.229486 a.u.
Kohn-Sham gap: 8.4 eV
energy relative to the best compared isomer or geometry (same formula, charge and spin): 255.9 kJ/mol
2S+1: 1
E_HOMO: -8.4855 eV
SMILES string: CCOc1cc(C(=O)NC(=S)Nc2cccnc2)cc(OCC)c1OCC

```
50
C19H23N3O4S ωB97M-V with the def2-TZVPD basis set
H -5.61 4.43 1.34
H -1.97 -1.24 -0.78
C -3.03 0.60 -0.40
O -4.29 0.19 -0.72
S 3.93 -0.27 1.58
O -1.33 3.71 0.70
H -6.43 3.76 -0.07
C 5.22 -2.90 0.31
C 5.94 -4.82 -0.68
H 5.48 -2.08 0.97
C 4.73 -5.01 -1.33
H 0.43 2.08 0.46
C -0.65 0.29 -0.13
H -4.55 -0.32 -3.35
C -1.58 5.99 1.27
C 2.81 -0.97 0.59
C 3.73 -4.08 -1.13
C -2.32 4.71 0.92
C -0.53 1.62 0.24
H -4.72 2.16 1.91
H 2.07 -2.31 -0.66
N 6.17 -3.79 0.12
H -5.57 -1.23 -1.27
C -4.04 -1.11 -2.79
O -4.01 2.77 0.06
H 2.77 -4.19 -1.62
H -0.97 5.84 2.16
C -5.10 2.38 0.90
H 4.58 -5.86 -1.97
C 0.48 -0.65 -0.24
C -1.91 -0.21 -0.47
C 3.97 -2.99 -0.29
H -2.98 4.42 1.74
C -4.49 -1.07 -1.33
H -2.97 -0.95 -2.87
N 2.92 -2.09 -0.13
H -4.30 -2.07 -3.23
H -2.29 6.79 1.45
H -5.58 1.48 0.51
H -2.93 4.85 0.01
C -6.08 3.54 0.93
H -4.00 -1.87 -0.75
H 6.76 -5.51 -0.80
C -2.91 1.94 0.02
C -1.64 2.45 0.33
H -0.92 6.28 0.45
H -6.93 3.27 1.55
O 0.43 -1.66 -0.92
H 1.54 0.52 1.07
N 1.59 -0.31 0.49
```

An isolated ion of composition C6H10FN3O and charge +2 in a non-equilibrium geometry, computed with ωB97M-V with the def2-TZVPD basis set.

Summary:
lowest unoccupied orbital energy: -0.370 hartree
E: -573.194142 a.u.
Kohn-Sham gap: 7.7 eV
energy relative to the best compared isomer or geometry (same formula, charge and spin): 186.0 kJ/mol
charge: +2
2S+1: 1
E_HOMO: -17.7793 eV
SMILES string: C/[NH+]=c1/n(F)cc(O)c[n+]1C

```
21
C6H10FN3O ωB97M-V with the def2-TZVPD basis set
C 1.49 -0.02 -1.49
N 0.71 -0.17 -0.27
O 1.66 -1.86 2.73
F -2.14 0.76 1.65
H -2.07 2.20 -2.41
C 1.36 -0.87 0.65
H 2.00 0.90 -1.69
C -0.37 -0.45 2.31
H 2.24 -0.85 -1.56
H -2.14 0.51 -2.57
H 1.45 -1.96 3.70
H -0.82 -0.49 3.24
H -0.53 1.11 -2.54
H 0.79 -0.27 -2.42
N -1.51 0.93 -0.76
H 2.43 -1.19 0.56
N -0.93 0.29 1.34
C -0.51 0.31 -0.02
C -1.55 1.27 -2.19
C 0.87 -1.05 2.01
H -2.43 0.91 -0.25
```

An isolated ion of composition C7H15N2 and charge +1 in a non-equilibrium geometry, computed with ωB97M-V with the def2-TZVPD basis set.

Summary:
lowest unoccupied orbital energy (spin up / spin down): -0.145 / -0.145 hartree
E: -384.909169 a.u.
Kohn-Sham gap (spin up / spin down): 8.3 / 8.3 eV
energy relative to the best compared isomer or geometry (same formula, charge and spin): 230.0 kJ/mol
charge: +1
2S+1: 1
E_HOMO (spin up / spin down): -12.2619 / -12.2616 eV
SMILES string: CN/C=C\[N+](C)=C(C)C

```
24
C7H15N2 ωB97M-V with the def2-TZVPD basis set
C -0.92 -0.01 0.87
C 2.05 1.61 -1.74
H 1.70 1.70 -2.72
N -0.59 -1.11 0.26
H 0.68 -2.57 0.73
C 0.53 -0.19 -1.64
H -1.74 1.87 0.94
H -0.25 -2.07 -1.56
C -0.38 -2.40 0.95
N 1.16 0.83 -1.03
H -1.92 0.08 2.72
H -0.18 -0.56 2.58
H -2.26 0.90 -0.54
H -0.68 -2.44 1.92
C -1.43 1.18 0.15
H 2.21 2.66 -1.36
H 1.23 1.01 -0.07
C -0.88 0.17 2.31
H -0.52 1.24 2.67
H -0.74 1.57 -0.58
H -1.03 -3.15 0.47
H 0.95 -0.39 -2.58
C -0.14 -1.16 -1.01
H 3.13 1.24 -1.73
```

A 5-piece molecular cluster, C16H26Cl6O6 overall in a non-equilibrium geometry, computed with ωB97M-V with the def2-TZVPD basis set.

Summary:
lowest unoccupied orbital energy: -0.059 hartree
E: -3837.793318 a.u.
Kohn-Sham gap: 8.1 eV
energy relative to the best compared isomer or geometry (same formula, charge and spin): 0.0 kJ/mol
2S+1: 1
E_HOMO: -9.7254 eV
SMILES string: O=C1C=C(O)C(=O)C=C1O.COCCOC.ClCCCl.ClCCCl.ClCCCl

```
54
C16H26Cl6O6 ωB97M-V with the def2-TZVPD basis set
H 3.00 -2.29 -3.62
O 0.00 -0.20 3.34
O -0.61 -0.21 -3.65
Cl -5.42 4.52 0.36
H -1.78 1.02 -2.59
H -2.22 -1.31 4.23
H -4.32 2.87 -0.75
C 0.69 -1.65 -5.00
C 4.09 0.92 1.62
H 0.66 0.91 1.57
Cl 3.20 -2.57 5.69
C 3.08 -2.60 3.89
H -0.27 -1.90 -5.45
H -2.48 1.39 0.01
Cl 1.40 -4.70 3.75
C -3.36 4.81 -1.31
C -3.68 0.40 1.52
Cl 2.78 1.48 2.69
H -0.94 -0.22 -1.55
H 4.39 0.12 -0.37
H -5.25 -1.09 2.49
H 1.57 -2.80 2.39
H 1.28 -0.71 -3.16
H 3.62 -3.14 -4.99
Cl -1.99 4.03 -2.19
C -1.24 0.74 1.57
O 1.61 -2.74 -5.05
H 0.03 -2.04 -2.97
O -4.52 -1.20 3.13
C -2.44 0.95 1.00
C 0.39 -1.21 -3.58
H -0.14 1.19 -2.18
H 0.98 -2.44 4.10
H 3.29 -1.56 3.62
H 3.23 -1.42 -5.17
H 1.16 -0.92 -5.68
O -0.12 1.17 1.02
C -3.48 -0.45 2.75
C -0.89 0.42 -2.43
C -3.94 3.80 -0.35
H 4.69 0.18 2.16
C -1.10 -0.04 2.87
H 4.78 1.77 1.56
H 3.85 -3.22 3.44
Cl 2.49 -0.93 0.47
C 1.67 -2.96 3.46
C -2.31 -0.62 3.40
H -3.00 5.71 -0.83
C 2.92 -2.36 -4.71
O -4.76 0.61 1.03
C 3.59 0.46 0.28
H 3.03 1.29 -0.15
H -3.17 3.61 0.39
H -4.06 5.16 -2.06
```

One molecule with the formula CH4ClN3 in a non-equilibrium geometry, computed with ωB97M-V with the def2-TZVPD basis set.

Summary:
lowest unoccupied orbital energy (spin up / spin down): -0.011 / -0.005 hartree
E: -664.751039 a.u.
Kohn-Sham gap (spin up / spin down): 8.4 / 8.6 eV
energy relative to the best compared isomer or geometry (same formula, charge and spin): 459.4 kJ/mol
2S+1: 1
E_HOMO (spin up / spin down): -8.7047 / -8.7242 eV

```
9
CH4ClN3 ωB97M-V with the def2-TZVPD basis set
N 1.01 0.14 0.77
H -1.04 -0.15 -1.40
C -0.17 -0.74 0.42
Cl 2.22 -0.01 -0.41
N -0.94 0.13 -0.39
H -0.69 -0.79 1.30
N -0.48 1.30 0.18
H 0.08 1.82 -0.50
H 0.00 -1.69 0.04
```

C33H50N3OP2Pb as an isolated structure in a non-equilibrium geometry, computed with ωB97M-V with the def2-TZVPD basis set.

Summary:
lowest unoccupied orbital energy (spin up / spin down): -0.389 / -0.389 hartree
E: -2401.269733 a.u.
Kohn-Sham gap (spin up / spin down): 4.2 / 4.2 eV
energy relative to the best compared isomer or geometry (same formula, charge and spin): 780.3 kJ/mol
charge: +3
2S+1: 1
E_HOMO (spin up / spin down): -14.7783 / -14.7786 eV

```
90
C33H50N3OP2Pb ωB97M-V with the def2-TZVPD basis set
H -0.94 -4.56 -3.22
C 0.50 4.74 -4.29
H 1.31 2.17 -6.40
H -1.91 0.49 -2.03
P -2.42 0.06 0.30
C 0.88 1.95 -4.30
N 0.00 0.00 2.73
H 5.46 -0.46 0.03
H -5.43 1.15 0.66
C 4.85 -0.70 -0.85
H -4.42 -1.90 2.89
H -5.35 -2.44 0.60
H -5.18 2.76 -0.07
C -2.73 -2.68 0.98
C 3.33 -1.27 2.13
H 3.00 -2.02 4.13
C 2.74 -0.44 -2.12
H -2.16 2.26 2.20
Pb 0.00 0.00 0.73
C 2.39 -1.69 3.27
C 0.35 1.52 1.86
C -3.21 2.25 1.87
H 1.74 -2.53 2.97
H -1.49 2.82 -0.15
H -5.47 -0.74 0.10
H 4.84 -1.79 -0.99
H -4.66 -0.19 2.48
H 4.85 0.31 1.85
H 4.90 -2.58 2.85
H 1.76 -0.85 3.60
H -0.93 -0.48 5.88
C 0.00 0.00 3.99
H 3.90 1.90 -1.40
H 0.35 5.82 -4.29
H 5.35 -0.25 -1.73
C -1.37 -1.57 -1.64
H 2.56 -3.35 -0.23
H 4.51 -0.13 3.55
H 1.65 -0.31 -2.08
H -4.91 1.29 -1.05
H 2.94 -1.48 -2.42
H 0.88 -0.56 5.89
C -2.32 -0.40 -1.51
H -2.50 -2.55 -3.20
N 0.26 1.21 -0.94
C -4.79 1.72 -0.04
C 0.64 -2.63 -0.84
H -2.57 -3.04 -0.05
H 1.04 -4.59 -1.72
H 4.16 1.62 0.34
H 0.97 4.64 -6.40
C -3.53 -1.35 0.99
H 0.06 4.53 -2.17
C 0.37 1.87 -1.90
C -3.94 -1.01 2.44
P 2.27 -0.96 0.57
H -3.33 -3.44 1.52
C -4.79 -1.60 0.14
C 4.05 0.02 2.55
H 5.06 -2.23 1.12
C 3.42 -0.13 -0.76
H 1.03 0.87 -4.28
C -0.75 -3.72 -2.55
H -2.56 2.46 -1.54
C 4.33 -2.43 1.92
C 0.33 4.02 -3.10
C 0.53 2.62 -3.10
C 1.04 2.68 -5.47
H 2.50 1.82 -0.27
C 0.85 4.08 -5.48
H 3.34 0.86 2.63
C -3.32 1.74 0.41
H -3.60 3.28 1.92
C -2.54 2.74 -0.48
O 0.59 2.47 2.52
C 0.34 -3.74 -1.71
H -3.07 -0.76 3.07
H -3.30 -0.63 -1.97
H -1.75 -2.61 1.47
H -3.80 1.64 2.57
H 3.15 0.24 -2.89
H 3.80 -3.37 1.69
H -4.53 -1.90 -0.89
C 0.00 0.00 5.51
N -0.30 -1.59 -0.78
C -1.63 -2.60 -2.54
H 0.04 1.05 5.88
C 1.82 -2.55 -0.10
C 3.49 1.39 -0.50
H -3.01 3.73 -0.38
```

C25H46IrO2P2 as an isolated structure in a non-equilibrium geometry, computed with ωB97M-V with the def2-TZVPD basis set.

Summary:
lowest unoccupied orbital energy (spin up / spin down): -0.144 / -0.255 hartree
E: -1917.185314 a.u.
Kohn-Sham gap (spin up / spin down): 5.8 / 3.2 eV
charge: +1
2S+1: 5
expectation value of S²: 6.0249
E_HOMO (spin up / spin down): -9.7488 / -10.1820 eV

```
76
C25H46IrO2P2 ωB97M-V with the def2-TZVPD basis set
C 1.75 -0.17 -2.99
C -1.49 1.23 2.96
C 3.58 1.09 1.83
H -2.04 -2.64 1.75
C -3.29 -1.74 -0.61
H -3.12 -2.67 -0.06
H -0.71 -2.55 -3.15
H -4.42 1.32 -0.80
C 0.88 0.58 -2.00
H -4.33 -1.44 -0.41
C -1.45 -0.61 -3.67
H 3.21 3.86 0.99
H 1.58 -2.26 -3.54
H 3.00 3.40 3.46
H 1.22 3.65 3.35
C -1.82 3.05 0.43
H -0.62 -3.27 -0.69
H 0.51 1.86 -4.53
C -2.40 0.76 -0.68
H -2.41 -1.12 -3.80
C 2.34 3.28 0.64
H 1.80 -2.46 3.07
H -1.03 2.60 -4.07
C -3.56 1.23 -1.47
C -0.42 1.69 -3.98
O 1.57 -0.62 3.67
C -2.32 -0.68 -0.18
C -1.89 1.58 0.44
C -1.21 0.53 -4.61
H 2.37 -3.98 2.27
C -1.72 0.77 1.56
C 1.54 -3.28 2.39
C -1.93 -0.57 1.21
H -1.02 3.41 1.11
C -0.12 1.53 -2.50
P 1.91 1.90 1.79
H -0.61 0.75 3.40
C 2.03 2.89 3.37
H -0.71 0.19 -5.52
C -1.98 -1.65 2.21
H -3.19 -1.94 -1.68
Ir -0.97 -0.15 -1.74
H -3.79 0.52 -2.26
H 1.75 -1.26 5.56
H 3.52 0.25 2.53
H 2.19 0.53 -3.72
H -1.60 3.43 -0.58
H 2.48 -2.42 -1.23
C 0.09 -3.77 -0.01
H 0.72 -4.46 -0.60
C 1.03 -1.32 -3.72
H -2.35 0.98 3.60
H -2.19 0.89 -4.94
H -0.22 2.43 -1.89
H 1.08 -1.18 -4.82
C 1.36 -0.44 4.91
P 1.15 -2.50 0.79
H 3.80 0.71 0.82
H -2.76 3.52 0.77
H 0.65 -3.80 2.76
H -3.35 2.21 -1.90
H -2.86 -1.55 2.88
H -1.09 -1.61 2.85
C 2.67 -2.73 -0.19
H 1.37 0.85 -1.05
C -0.40 -1.50 -3.23
H -0.48 -4.33 0.75
H 4.37 1.79 2.15
H 3.45 -2.10 0.23
H 1.86 2.24 4.24
O 0.80 0.52 5.50
H 2.58 -0.62 -2.43
H -1.36 2.32 3.02
H 2.56 2.85 -0.35
H 2.97 -3.78 -0.17
H 1.47 3.94 0.56
```

C12H12N5O9ReS as an isolated structure, computed with ωB97M-V with the def2-TZVPD basis set.

Summary:
lowest unoccupied orbital energy (spin up / spin down): -0.446 / -0.486 hartree
E: -1890.456154 a.u.
Kohn-Sham gap (spin up / spin down): 6.8 / 5.7 eV
energy relative to the best compared isomer or geometry (same formula, charge and spin): 22.4 kJ/mol
charge: +3
2S+1: 4
expectation value of S²: 3.7728
E_HOMO (spin up / spin down): -18.9265 / -18.9264 eV

```
40
C12H12N5O9ReS ωB97M-V with the def2-TZVPD basis set
H -3.03 4.45 -3.75
H -0.54 1.87 1.67
O -6.64 3.04 -3.76
H -2.59 -5.42 -0.69
C -4.44 2.96 -3.11
C -3.60 1.20 -1.77
H -0.21 -2.20 2.11
H -0.04 -5.55 -1.81
C -0.38 0.93 2.17
C -2.12 2.93 -2.54
Re -0.88 -0.46 -0.44
C -0.06 0.68 3.48
H 1.03 -4.13 -1.81
N -3.85 -0.04 -1.12
H -1.70 -4.93 0.79
C -3.18 3.54 -3.19
S -1.17 -3.63 -1.14
H 0.61 -4.94 -0.25
O -1.33 1.26 -1.04
H 0.08 1.40 4.27
C 0.04 -0.71 3.58
C -2.32 1.78 -1.79
O -5.32 4.65 -4.39
N -0.48 -0.25 1.49
N -5.58 3.62 -3.82
O 0.17 2.77 -2.46
O -0.67 -2.44 -0.18
N -0.21 -1.23 2.39
C 0.27 -4.67 -1.24
C -2.24 -4.58 -0.09
O -4.93 -0.46 -0.94
H -3.09 -3.95 0.17
O -2.83 -0.83 -0.78
N -0.77 3.52 -2.67
H -5.68 1.37 -2.43
C -4.69 1.80 -2.43
O -0.71 4.67 -3.01
O 2.19 0.11 -1.12
C 1.13 -0.10 -0.85
H 0.27 -1.34 4.43
```